Molecular formula: C6H13NO2
Method: DFT, the ωB97M-V functional and the def2-TZVPD basis

The HOMO energy comes out at -0.3622 hartree. As for the charge: 0. The value obtained for the total energy is -12016.6777 eV. As for the largest force on an atom: 0.078 hartree/bohr. Its relative energy (zero: lowest compared OMol25 entry of this formula, charge and spin) is 47.2 kcal/mol. As for the structure (SMILES): CC[C@H](C)[C@H](N)C(=O)O.

Geometry as XYZ:
```
22
Properties=species:S:1:pos:R:3:forces:R:3
C 1.70322 -1.47469 -0.49931 0.6 -0.6 -1.3
C 1.51005 -0.33070 0.44685 0.4 2.9 -2.7
C 0.45170 0.64144 -0.14224 -0.8 1.1 0.6
C 0.32375 1.95264 0.79688 -0.3 -1.6 -0.2
C -0.93657 0.01367 -0.68121 1.1 -1.2 -1.1
N -1.91617 1.07822 -1.06813 0.0 -1.3 0.8
C -1.30701 -1.12241 0.25315 0.0 -0.8 0.6
O -1.20521 -2.33487 0.05218 -0.5 2.5 0.3
O -1.62665 -0.61436 1.47285 -0.4 -3.3 1.1
H 0.80047 -1.58851 -1.10618 -0.2 -1.3 1.0
H 2.24549 -1.09404 -1.37547 1.0 0.0 0.5
H 2.21486 -2.40883 -0.13355 -0.9 0.9 -0.4
H 1.24246 -0.40140 1.42861 -0.5 -1.4 2.8
H 2.39026 0.36679 0.42858 -0.3 -0.9 0.3
H 0.88143 0.98546 -1.02935 0.6 0.7 -1.7
H -0.51144 2.58050 0.48099 0.1 -0.1 -0.1
H 0.05518 1.49763 1.77379 0.4 0.9 -0.1
H 1.23772 2.62165 0.83698 -0.9 -1.2 0.0
H -0.78307 -0.66701 -1.63259 0.2 1.9 1.4
H -2.30044 0.65484 -1.89078 -0.6 0.4 -0.7
H -2.72244 1.14175 -0.42700 0.8 0.0 0.0
H -1.74761 -1.49774 2.01494 0.2 2.5 -1.0
```
Positions in Å, forces in eV/Å.